Computed, not measured: a structure of composition C30H26CaCl2N11O4S2 in a non-equilibrium geometry, with ωB97M-V with the def2-TZVPD basis set.

The value obtained for the total energy is -4456.73611 Ha. As for the HOMO energy: -3.01 eV. The calculation puts the frontier orbital gap at 5.1 eV. As for the largest force on an atom: 0.0270 Eh/bohr. Its net charge is -1. The value obtained for the molecular weight is 779.7 g mol⁻¹. Its energy above the lowest of the compared OMol25 structures with the same formula, charge and spin is 1.3791 eV.

```
76
Properties=species:S:1:pos:R:3:forces:R:3:lowdin_charge:R:1
Ca 0.0550 0.0435 1.0362 -0.83 -0.94 0.61 1.10
C 3.7759 -4.1196 -1.6890 -0.01 0.00 -0.03 -0.14
C 3.0825 -2.9943 -2.1172 0.02 0.04 0.01 -0.13
C 2.7716 -1.9659 -1.2452 0.03 0.02 -0.01 -0.07
C 3.1593 -2.0280 0.1060 -0.06 0.07 0.03 -0.21
C 3.8356 -3.1811 0.5463 -0.03 0.01 -0.03 -0.02
C 4.1343 -4.1944 -0.3466 0.01 0.00 0.05 -0.11
N 2.8271 -1.0360 0.9976 -0.10 -0.18 0.11 -0.13
N 3.1618 -1.2108 2.3400 0.18 0.10 -0.05 0.08
C 2.5010 -0.5433 3.2670 0.03 0.00 0.12 -0.39
C 2.9824 -0.7843 4.6115 0.01 0.02 -0.04 -0.05
C 2.4934 -0.0873 5.6633 -0.03 0.03 -0.01 -0.13
C 1.4894 0.8905 5.4464 0.07 -0.04 0.00 -0.13
C 1.0310 1.0213 4.1649 -0.07 0.02 -0.08 -0.20
N 1.4535 0.3298 3.0895 0.13 -0.16 -0.02 -0.02
H 4.0199 -4.9195 -2.3771 0.00 0.01 0.01 0.08
H 2.7560 -2.9134 -3.1495 0.01 -0.02 0.01 0.09
H 2.1815 -1.1304 -1.5991 0.02 0.00 0.00 0.08
H 4.0993 -3.2497 1.5894 0.00 0.00 0.01 0.09
H 4.6605 -5.0685 0.0218 -0.01 0.01 -0.01 0.09
H 3.7546 -1.5331 4.7268 0.00 0.01 0.00 0.09
H 2.8710 -0.2803 6.6620 -0.01 0.01 0.00 0.09
H 1.0803 1.4922 6.2457 0.00 0.00 0.00 0.07
H 0.2441 1.7418 3.9623 -0.01 -0.02 0.01 0.08
N -3.0826 0.7077 -2.9001 0.06 0.20 0.00 0.13
C -4.1654 1.5907 -2.7698 -0.01 -0.08 0.00 -0.24
C -5.1130 1.7004 -3.7749 -0.03 -0.02 0.00 -0.03
C -6.1769 2.5849 -3.6408 0.02 -0.01 0.01 -0.10
C -6.3081 3.3369 -2.4860 0.00 0.01 0.00 -0.10
C -5.3697 3.2046 -1.4681 -0.05 0.02 0.02 -0.10
C -4.2864 2.3539 -1.6136 -0.06 0.07 0.02 -0.45
S -3.0363 2.2589 -0.3790 0.07 -0.02 -0.06 1.02
N -2.3371 0.7396 -0.6599 -0.09 0.15 0.14 -0.22
C -2.3988 0.2020 -1.8081 -0.03 -0.15 -0.09 -0.36
C -1.6863 -1.0976 -2.0149 -0.05 0.07 0.02 -0.21
C -1.7405 -1.8087 -3.2039 0.03 -0.09 -0.05 -0.02
C -1.0515 -3.0133 -3.2938 -0.02 0.02 -0.01 -0.06
C -0.3520 -3.4666 -2.1977 0.02 -0.05 0.04 -0.05
C -0.3590 -2.6897 -1.0430 -0.08 0.05 0.02 -0.15
N -1.0009 -1.5308 -0.9594 0.33 -0.14 0.02 0.07
H -3.1069 0.1312 -3.7191 0.03 -0.03 -0.04 0.10
H -5.0112 1.0975 -4.6711 0.00 0.01 0.01 0.11
H -6.9025 2.6745 -4.4387 0.00 0.00 0.00 0.10
H -7.1372 4.0224 -2.3685 0.01 -0.01 -0.01 0.10
H -5.4723 3.7813 -0.5557 0.02 -0.03 -0.02 0.10
H -2.2871 -1.4669 -4.0723 -0.02 0.01 0.03 0.10
H -1.0707 -3.5791 -4.2168 0.00 -0.01 0.00 0.10
H 0.2100 -4.3906 -2.2151 -0.01 0.02 -0.02 0.11
H 0.1549 -3.0030 -0.1412 0.00 -0.01 -0.02 0.04
Cl -0.6063 -2.2609 2.1826 -0.09 -0.20 0.12 -0.21
N 3.6169 0.8491 -3.0157 0.12 0.07 -0.08 0.19
C 4.5110 0.6527 -2.0082 0.02 -0.12 0.18 -0.50
N 5.7872 0.3592 -2.4258 0.05 0.02 -0.03 0.14
N 4.2878 0.6740 -0.7381 0.01 0.03 -0.05 0.19
C 3.0417 0.9003 -0.2483 -0.06 0.24 0.03 -0.44
N 2.3705 0.2092 0.5789 0.00 0.11 -0.32 0.01
H 3.8234 0.4055 -3.8935 -0.01 -0.04 0.01 0.10
H 2.6403 0.9188 -2.7867 -0.21 0.04 0.10 0.07
H 6.1028 0.8124 -3.2667 0.00 0.01 -0.01 0.09
H 6.4525 0.3485 -1.6696 -0.01 -0.01 -0.01 0.10
Cl -4.5085 -0.4307 5.1832 0.01 0.02 -0.01 0.66
C -3.5362 0.6684 4.2523 -0.03 -0.04 0.03 -0.64
C -3.6396 2.0305 4.4574 0.02 0.01 -0.02 -0.10
C -2.8418 2.8624 3.6887 -0.01 0.00 0.00 -0.06
C -1.9911 2.2928 2.7567 -0.02 -0.01 -0.02 -0.20
N -1.8987 0.9752 2.5704 0.17 0.11 -0.03 0.01
C -2.6528 0.1650 3.3096 0.03 0.02 -0.05 -0.17
H -4.3214 2.4216 5.2010 0.01 0.00 -0.01 0.10
H -2.8741 3.9367 3.8084 -0.01 -0.01 0.01 0.11
H -1.3509 2.9079 2.1334 0.00 -0.02 0.01 0.09
H -2.5188 -0.8991 3.1471 0.01 -0.01 0.00 0.03
O 0.7046 3.2932 -1.7662 0.04 0.05 0.04 -0.26
S 0.8406 2.1387 -0.9392 -0.13 -0.07 -0.14 0.41
O 0.5793 0.8443 -1.5650 0.09 0.19 -0.14 -0.34
O 0.1904 2.2109 0.3702 0.24 0.72 -0.26 -0.45
O 2.4579 2.0939 -0.6584 0.28 -0.11 -0.09 -0.12
```
Forces are in eV/Å.

=====

Computed, not measured: a structure of composition C30H26Cl2F5N2O2S2SeSiTi in a non-equilibrium geometry, with ωB97M-V with the def2-TZVPD basis set.

The value obtained for the total energy is -7175.41455 Ha. As for the HOMO energy: -5.31 eV. The calculation puts the frontier orbital gap at 6.3 eV. As for the largest force on an atom: 0.0715 Eh/bohr. Its net charge is -1. The value obtained for the molecular weight is 831.5 g mol⁻¹. Its energy above the lowest of the compared OMol25 structures with the same formula, charge and spin is 0.0766 eV.

```
72
Properties=species:S:1:pos:R:3:forces:R:3:lowdin_charge:R:1
Ti -0.5603 -0.1674 -0.6255 -0.21 0.94 -0.63 0.29
S -2.2461 -1.4442 0.3213 -0.50 -0.08 0.23 0.64
C -3.5936 -1.5571 -0.8092 1.01 0.36 0.50 -0.62
C -4.8103 -1.9975 -0.3222 0.85 0.07 1.06 -0.06
C -5.8843 -2.0565 -1.1529 0.00 0.28 -0.68 -0.21
C -7.1028 -2.5023 -0.6241 -0.04 0.05 -0.16 -0.20
N -8.0489 -2.9174 -0.1455 -1.28 -0.47 0.59 0.17
C -5.7420 -1.6903 -2.5029 -0.15 -0.26 -0.30 -0.20
C -4.5077 -1.3688 -3.0201 1.06 1.12 0.74 -0.03
C -3.4041 -1.1937 -2.1369 0.33 -0.85 -1.10 -0.62
S -1.7640 -0.7442 -2.6714 -1.20 -0.03 0.16 0.64
C -6.9096 -1.6253 -3.3314 -0.53 -0.12 -0.02 -0.18
N -7.9107 -1.5508 -3.8972 0.37 -0.03 -0.04 0.16
H -4.8654 -2.2339 0.7499 -0.21 -0.03 -0.63 0.13
H -4.4043 -1.0728 -4.0516 -0.02 -0.11 -0.16 0.12
Cl 5.0648 -0.0470 -5.5494 0.30 0.12 -0.23 0.68
C 3.8353 0.2968 -4.4054 -1.46 0.49 1.06 -0.70
C 3.3285 1.6009 -4.1954 -1.12 -0.64 1.63 -0.07
C 2.3101 1.8459 -3.2381 0.44 -0.25 -0.60 -0.51
Cl 1.6939 3.4307 -2.8781 0.83 -0.18 -0.62 0.83
C 1.6511 0.8037 -2.5120 0.27 -0.85 -0.56 -0.35
O 0.6428 1.0328 -1.7217 0.85 -0.51 -0.21 -0.23
C 2.2021 -0.5167 -2.7542 -0.73 1.78 0.42 -0.10
C 1.7028 -1.6094 -1.9664 1.86 0.28 -1.37 -0.19
O 0.8000 -1.6395 -1.1546 -0.86 0.33 0.66 -0.14
C 3.2725 -0.7037 -3.6592 0.04 -1.57 0.32 -0.07
H 3.7706 2.3988 -4.7239 0.24 0.96 -0.47 0.09
H 2.3207 -2.4830 -2.1029 0.05 -0.99 0.03 0.13
H 3.6551 -1.7385 -3.7483 -0.20 0.65 -0.06 0.12
C -0.8632 -0.7191 3.0962 -1.71 -0.07 -1.04 -0.24
Si 0.4139 -0.8910 1.7275 -0.02 0.46 0.00 0.65
C 1.0834 -2.6897 1.8468 -0.03 -0.53 1.14 -0.61
C 1.3177 -3.0918 3.3573 -0.94 -0.55 -0.80 -0.09
C 2.4776 -2.9055 1.2517 -2.49 0.26 -2.69 -0.09
C 0.1057 -3.7274 1.2558 0.58 -0.78 0.74 -0.13
C 1.8069 0.4202 2.0739 0.99 -0.44 1.20 -0.61
C 2.5971 0.0779 3.4043 0.36 0.96 -0.74 -0.09
C 1.1930 1.8076 2.2356 0.17 0.35 -0.55 -0.12
C 2.8623 0.4907 0.9596 0.27 -0.43 0.26 -0.10
H -0.5023 -0.7143 4.0941 0.54 0.25 0.98 0.01
H -1.4919 -1.6195 3.0154 0.19 -0.04 0.08 0.01
H -1.6335 0.0803 2.9393 1.00 -0.30 0.11 0.03
H 2.1947 -2.5868 3.7620 -0.36 0.05 0.27 0.05
H 1.5038 -4.1887 3.3724 0.10 0.51 0.06 0.08
H 0.4020 -2.9369 3.9434 0.41 0.13 0.14 0.07
H 3.1289 -2.5926 1.9781 2.22 0.58 1.26 0.03
H 2.5801 -2.3122 0.3105 0.32 -0.74 0.74 0.06
H 2.5144 -3.9679 1.0383 0.69 -0.25 -0.08 0.09
H -0.9073 -3.6653 1.6294 -0.31 0.36 -0.02 0.05
H 0.4398 -4.7397 1.5784 0.06 0.39 -0.13 0.08
H 0.0988 -3.7632 0.1796 -0.15 0.36 -0.46 0.06
H 1.9525 -0.0966 4.2627 -0.08 0.30 0.13 0.07
H 3.3734 0.8829 3.6159 -1.11 -0.59 -0.08 0.10
H 3.1939 -0.8122 3.2865 0.17 -0.47 -0.19 0.04
H 0.4851 1.9314 3.0720 0.31 -0.17 -0.39 0.09
H 0.7204 2.1222 1.2943 -0.19 -0.19 0.33 0.04
H 2.0310 2.5091 2.3261 -0.05 0.13 0.45 0.09
H 3.4291 -0.4523 0.8699 -0.38 0.32 -0.15 0.07
H 3.6276 1.2608 1.1176 -0.18 0.15 0.33 0.09
H 2.3824 0.7486 0.0310 -0.08 -0.07 -0.60 0.05
F 0.6836 7.1934 -0.3902 0.10 1.00 0.38 0.13
C 0.0031 6.0897 -0.1576 -0.31 -1.83 0.67 -0.14
C -0.2811 5.2851 -1.2459 0.70 1.89 0.41 -0.21
F 0.0066 5.7299 -2.4686 0.13 0.33 -0.31 0.08
C -0.8420 4.0653 -1.1017 -0.22 -0.03 -0.09 -0.36
F -1.1213 3.4569 -2.2374 -0.51 -0.80 -0.20 0.07
C -1.1052 3.5663 0.1333 -0.33 -0.65 1.65 -0.46
Se -1.9396 1.8468 0.2262 -0.10 -0.50 0.54 0.77
C -0.8619 4.3632 1.3004 0.26 -0.59 -1.34 -0.24
F -1.1079 3.8746 2.5213 -0.14 0.27 -0.28 0.08
C -0.3025 5.6179 1.1558 -0.04 1.22 -1.18 -0.11
F -0.1448 6.5024 2.1681 0.15 -0.71 -0.12 0.09
```
Forces are in eV/Å.

=====

Question: Which formula does entry 1 have?
Answer: C30H26CaCl2N11O4S2

=====

Question: Among the records above, which one has the lowest frontier orbital gap?
Answer: C30H26CaCl2N11O4S2

=====

Question: What is the energy above the lowest of the compared OMol25 structures with the same formula, charge and spin in the first record?
Answer: 1.3791 eV